The following is a quantum chemistry calculation of a cluster of 9 separate species, C48H117N7O2 in total, from the Open Molecules 2025 dataset.

HOMO: -0.2883 hartree
Energy relative to the best compared isomer or geometry (same formula, charge and spin): 67.2 kcal/mol

XYZ file:
```
174
Properties=species:S:1:pos:R:3:forces:R:3:mulliken_charge:R:1
O -9.219 -6.145 14.703 1.21 1.13 0.54 -0.572
O -10.769 -6.461 9.831 1.23 2.45 1.05 -0.646
N -4.838 -3.584 4.353 -0.19 1.59 -1.26 -0.015
N -16.335 -5.174 7.062 0.16 -0.07 1.38 -0.049
N -15.048 -9.453 11.315 -2.25 -2.57 0.00 0.231
N -8.938 0.434 7.327 0.63 0.54 0.47 0.240
N -7.620 -10.207 11.938 -0.77 -1.37 -0.48 0.387
N -12.454 0.732 11.926 0.03 -0.84 -2.20 0.228
N -5.407 -2.919 13.536 -0.60 0.65 0.06 0.576
C -6.748 -11.130 12.633 1.25 0.34 0.31 -0.478
C -10.595 -1.467 7.240 0.86 0.60 0.50 -1.255
C -17.769 -7.310 6.937 0.66 0.08 0.12 -1.335
C -4.487 -5.274 13.158 -1.50 -0.97 -1.22 -1.167
C -12.456 3.069 12.392 -0.87 1.79 1.04 -1.443
C -14.105 -5.241 8.303 -0.25 -1.11 -1.15 -1.132
C -10.006 -9.984 11.156 -0.70 1.59 -1.13 -1.088
C -16.008 -10.415 9.231 0.14 -0.32 -0.82 -1.035
C -15.577 -5.742 8.274 -0.15 1.49 -0.79 -0.203
C -9.117 -4.573 9.911 -0.50 -0.72 0.49 -0.538
C -4.986 -2.142 12.386 -0.44 -0.11 -1.28 -0.789
C -4.557 -5.282 2.559 -0.29 -0.48 0.48 -1.288
C -4.542 -1.357 15.450 0.15 -1.09 -1.23 -1.282
C -5.237 -4.549 5.360 -0.74 0.32 0.47 -0.823
C -7.653 0.928 7.895 0.76 -0.84 -2.63 -0.581
C -14.396 -11.013 13.150 0.86 -0.75 -0.65 -1.279
C -9.355 -3.776 14.880 0.12 -0.76 -1.20 -0.500
C -14.526 -8.268 10.711 0.24 -0.44 -0.13 -0.155
C -9.581 2.514 6.214 -1.16 0.56 0.23 -1.449
C -12.235 -0.452 14.091 -0.15 -1.37 0.60 -0.890
C -3.892 -4.137 3.429 -0.24 -2.51 -1.21 -0.511
C -16.859 -2.925 8.341 -0.55 -0.55 -0.80 -0.893
C -14.187 -10.667 11.619 -0.61 2.07 1.82 -0.205
C -8.947 -10.815 11.713 0.92 -0.92 0.83 -0.457
C -7.700 -8.945 12.568 -0.70 2.62 0.75 -1.018
C -6.485 0.005 7.390 0.15 0.15 1.16 -1.189
C -16.459 -3.664 7.037 0.53 -0.53 0.67 -0.757
C -13.164 0.186 13.072 0.92 0.27 -0.39 -0.620
C -7.434 -7.765 11.623 0.86 -0.32 -0.43 -0.752
C -12.722 -1.240 10.455 0.85 -0.48 0.80 -0.934
C -10.404 -5.377 10.320 0.11 -1.74 -1.97 0.971
C -17.693 -5.771 6.934 0.13 0.13 -0.08 -0.395
C -11.684 -0.224 11.064 -3.17 0.25 -0.10 -0.197
C -16.272 -10.015 10.652 0.69 0.45 0.44 -0.660
C -4.274 -2.261 4.790 -0.91 -2.18 0.79 -0.472
C -11.290 -4.657 11.288 -0.37 0.52 0.69 -0.042
C -9.436 -0.708 8.031 -1.40 -1.60 -0.78 0.070
C -9.919 1.510 7.399 1.46 1.68 -2.16 -0.260
C -5.726 -1.937 14.610 -0.24 0.03 1.42 -0.626
C -6.290 -12.343 11.856 -0.05 -0.02 -1.00 -1.403
C -8.698 -5.111 15.103 -0.39 -0.42 1.03 0.764
C -13.696 -7.516 11.673 1.44 1.52 1.17 -0.550
C -6.172 -1.694 11.553 -0.13 1.34 -0.97 -0.989
C -6.498 -4.086 6.172 1.58 -0.60 -0.45 -0.572
C -11.668 1.885 12.178 1.71 -1.36 -0.07 -0.375
C -4.428 -3.966 13.821 0.94 1.93 2.36 -0.977
C -7.341 -4.983 15.811 0.27 -1.91 0.01 -0.537
C -3.138 -2.522 5.789 -0.27 1.28 0.29 -1.049
H -16.978 -1.855 8.170 0.47 0.09 -0.22 0.399
H -17.168 -9.395 10.675 0.26 0.67 0.31 0.380
H -11.056 -2.214 7.886 -0.19 0.18 0.11 0.174
H -11.302 0.387 10.246 0.24 -0.14 0.18 0.175
H -14.107 -6.969 12.521 -1.25 -0.18 -0.16 0.387
H -13.975 -10.236 13.788 0.11 0.04 -0.20 0.276
H -18.055 -5.355 5.994 -0.18 -0.30 -0.18 0.457
H -16.056 -5.430 9.202 -0.34 -0.06 0.24 0.274
H -13.169 -6.722 11.144 0.41 -0.35 -0.11 -0.394
H -9.369 -11.113 12.672 0.27 -0.75 0.51 0.398
H -13.377 -5.828 8.864 -0.52 -0.08 0.85 0.375
H -3.364 -3.432 2.787 -0.58 0.41 0.07 0.469
H -7.100 -11.534 13.582 -0.89 0.15 0.39 0.374
H -15.490 -3.234 6.783 0.11 -0.28 -0.41 0.338
H -10.954 1.179 7.306 0.23 -0.13 0.03 0.484
H -6.446 -7.905 11.185 0.22 0.00 -0.08 0.316
H -10.238 -9.141 11.807 -0.15 0.08 -0.15 0.154
H -4.468 -5.322 1.473 0.51 0.73 0.00 0.346
H -16.557 -10.894 11.229 0.07 -0.11 0.04 0.315
H -17.656 -7.745 7.930 0.21 0.22 0.20 0.222
H -4.371 -1.278 12.637 0.08 0.19 0.43 0.315
H -4.436 -4.219 14.881 -0.37 0.29 0.40 0.527
H -15.361 -11.262 13.590 -0.63 0.52 -0.90 0.303
H -10.911 -10.580 11.039 0.01 0.02 -0.05 0.348
H -13.072 -1.921 11.230 0.16 -0.18 0.20 0.365
H -6.904 -5.971 15.955 -0.12 -0.33 -0.29 0.367
H -7.083 -13.090 11.870 0.30 -0.33 0.09 0.312
H -13.143 -10.384 11.485 0.09 0.01 0.12 -0.182
H -5.329 -12.733 12.192 -0.28 -0.20 0.55 0.409
H -13.981 -4.183 8.534 -0.14 -0.05 -0.08 0.042
H -4.377 -4.857 5.954 0.15 0.19 0.71 0.434
H -3.610 -5.877 13.393 0.01 0.11 -0.39 0.434
H -7.409 1.861 7.387 -0.33 0.14 -0.05 0.384
H -8.711 -1.516 8.137 0.53 0.45 0.26 0.122
H -11.010 2.149 11.351 0.11 -0.71 -0.34 0.304
H -17.168 -3.420 6.246 0.10 -0.04 -0.07 0.484
H -10.961 -4.865 12.306 -0.01 -0.44 0.11 -0.161
H -6.307 -3.131 6.663 -0.32 0.16 -0.26 -0.139
H -9.763 -0.364 9.012 -0.26 -0.46 0.45 0.032
H -11.661 -1.261 13.638 0.13 -0.03 -0.26 0.081
H -3.757 -1.011 14.776 0.22 -0.08 0.05 0.275
H -15.666 -6.827 8.208 0.34 0.14 -0.07 0.227
H -2.881 -1.536 6.175 0.78 -0.01 -0.04 0.435
H -7.653 1.233 8.941 -0.16 -0.76 0.53 0.338
H -13.015 2.949 13.320 -0.34 0.54 -0.08 0.321
H -3.401 -3.083 6.686 -0.51 -0.10 -0.19 0.257
H -14.345 -11.524 10.965 -0.36 0.07 0.02 0.585
H -11.509 0.133 14.655 -0.26 0.56 -0.29 0.312
H -5.367 -5.823 13.494 -0.03 -0.16 0.60 0.070
H -16.956 -7.705 6.327 0.02 -0.09 -0.11 0.345
H -15.101 -11.018 9.187 -0.19 -0.37 -0.16 0.390
H -9.703 -9.599 10.182 -0.28 0.19 -0.15 0.283
H -4.257 -6.281 2.874 0.47 0.01 0.18 0.352
H -13.723 -5.481 7.311 0.01 0.69 -0.43 0.383
H -10.880 -0.716 11.610 0.25 -0.24 -0.11 0.123
H -7.089 -8.813 13.462 0.71 -0.45 -0.18 0.529
H -13.752 0.976 13.540 -0.07 0.01 -0.11 0.382
H -16.867 -10.957 8.833 0.11 -0.28 -0.10 0.387
H -13.880 -11.952 13.346 0.61 -0.01 0.09 0.443
H -8.657 -8.704 13.031 -0.58 -0.50 -0.05 0.244
H -10.190 -4.028 14.225 -0.26 0.62 0.18 0.117
H -3.090 -4.610 3.997 0.46 -0.33 0.06 0.300
H -11.266 -3.568 11.263 0.33 0.06 -0.49 -0.073
H -7.314 -4.087 5.450 -0.15 0.44 0.33 0.307
H -18.374 -5.382 7.691 -0.16 0.06 0.39 0.305
H -4.207 -2.253 15.972 0.60 0.44 0.42 0.285
H -13.885 -8.495 9.859 0.17 0.00 -0.49 0.269
H -6.364 -1.123 14.267 0.22 -0.09 -0.82 0.479
H -16.093 -3.096 9.097 -0.38 0.03 0.27 0.136
H -5.527 -5.497 4.906 -0.03 0.20 -0.51 0.474
H -15.814 -9.611 8.521 -0.15 0.44 0.27 0.138
H -9.781 2.081 8.317 -0.33 0.01 0.48 0.127
H -4.358 -2.712 11.702 0.11 -0.41 0.26 0.555
H -6.380 -2.392 15.354 -0.04 -0.42 -0.03 0.165
H -7.393 -4.644 16.846 -0.39 0.71 -0.21 0.436
H -9.664 2.108 5.206 0.16 -0.58 0.23 0.319
H -2.299 -3.059 5.346 0.08 0.41 -0.10 0.320
H -11.014 1.600 13.002 0.56 0.76 0.53 0.270
H -3.946 -1.735 3.893 0.16 -0.13 0.10 0.461
H -8.401 -4.940 9.176 -0.87 -0.56 -0.57 0.271
H -17.873 -3.212 8.621 0.18 -0.39 0.61 0.286
H -5.949 -0.779 11.005 0.49 0.37 0.06 0.379
H -13.658 -0.840 10.066 0.41 0.68 -0.18 0.546
H -8.555 -3.338 14.284 -0.18 0.86 -0.23 -0.041
H -6.091 -12.137 10.804 -0.22 0.38 -0.14 0.340
H -13.857 -0.545 12.657 -0.08 -0.09 0.40 0.333
H -9.541 -3.616 9.609 0.48 0.27 0.04 -0.140
H -10.278 3.351 6.181 -0.58 -0.05 0.32 0.446
H -13.112 3.237 11.538 -0.14 0.05 0.16 0.297
H -10.193 -2.037 6.402 0.31 0.20 -0.04 0.299
H -7.404 -6.793 12.115 -0.30 -0.02 0.24 0.105
H -5.539 0.326 7.826 0.09 0.30 0.08 0.505
H -6.698 -4.807 6.965 -0.10 -0.11 -0.07 0.320
H -12.984 -8.130 12.224 0.42 -0.31 -0.57 0.202
H -5.633 -5.348 2.723 -0.14 0.58 0.11 0.340
H -7.050 -1.375 12.115 -0.12 -0.63 0.17 0.182
H -6.404 -2.330 10.699 -0.38 -0.67 0.54 0.206
H -5.904 -10.525 12.963 0.36 -0.07 -0.31 0.453
H -6.528 -1.045 7.680 -0.50 -0.05 0.11 0.001
H -6.330 0.017 6.311 -0.50 0.28 0.00 0.382
H -11.345 -0.796 6.822 -0.11 -0.05 0.25 0.364
H -6.589 -4.447 15.231 -0.46 0.37 0.03 -0.370
H -8.107 -7.726 10.766 -0.32 -0.05 0.19 0.172
H -12.833 -0.982 14.833 -0.14 0.10 0.23 0.435
H -4.718 -0.531 16.139 -0.61 -0.26 -0.04 0.397
H -8.425 -4.473 10.747 -0.52 0.48 0.63 0.207
H -3.471 -3.447 13.755 0.71 -0.47 -0.43 0.611
H -11.762 3.904 12.482 -0.28 0.32 0.19 0.442
H -9.617 -3.121 15.711 0.18 -0.37 0.10 0.441
H -8.845 -11.672 11.047 0.30 -0.25 0.30 0.322
H -4.765 -5.229 12.106 0.91 0.13 -0.42 0.305
H -12.264 -1.882 9.703 0.04 0.13 -0.12 -0.092
H -5.116 -1.685 5.172 0.25 0.13 0.50 0.137
H -8.658 3.093 6.256 0.43 -0.68 0.40 0.358
H -18.695 -7.768 6.589 -0.18 0.60 -0.32 0.464
H -12.337 -4.942 11.182 0.23 -0.22 0.01 0.164
H -15.328 -7.630 10.339 -0.27 -0.22 0.05 0.125
```
Forces are in eV/Å.